[1]
Formula: C20H22BrN4O4PtS2Sb
Source: the OMol25 dataset
Level of theory: ωB97M-V with the def2-TZVPD basis set

The geometry in XYZ format:
```
55
Properties=species:S:1:pos:R:3:forces:R:3:lowdin_charge:R:1
Pt -0.914128 0.666972 0.453060 -0.214 -0.356 0.176 1.12
O -4.485424 2.189982 1.951186 0.278 0.028 0.549 -0.17
S -3.244219 2.025478 1.310182 -0.317 -0.300 -1.027 0.46
O -2.426756 3.392203 1.540769 0.170 0.011 0.125 -0.10
O -2.304057 1.010878 1.951815 -0.086 0.002 -0.176 -0.52
O -3.227788 1.771627 -0.110223 -0.165 0.274 -0.060 -0.29
N 0.638358 -1.567972 -2.660120 0.378 -0.041 0.097 0.17
C 1.932384 -1.134299 -3.079162 -0.241 -0.108 0.016 -0.22
C 2.402954 -1.505444 -4.323065 0.091 0.089 -0.071 0.01
C 3.666515 -1.083961 -4.721280 -0.055 -0.009 0.033 -0.03
C 4.434374 -0.294622 -3.880508 -0.009 0.026 0.013 -0.04
C 3.949907 0.080167 -2.631288 0.055 0.040 -0.094 -0.07
C 2.698886 -0.350768 -2.230698 0.109 0.064 0.099 -0.43
S 2.109898 -0.028697 -0.592595 -0.202 -0.107 -0.293 1.01
N 0.400456 -0.025880 -0.928748 0.285 -0.095 0.320 -0.40
C -0.058334 -0.993119 -1.690761 -0.493 0.012 -0.099 -0.34
C -1.433175 -1.474875 -1.384087 0.197 0.279 -0.090 -0.18
C -2.164159 -2.357567 -2.145196 -0.114 -0.065 0.014 0.04
C -3.432351 -2.730895 -1.706532 0.062 0.011 -0.015 0.02
C -3.915868 -2.203946 -0.525051 -0.026 0.015 0.046 0.02
C -3.129121 -1.315814 0.193136 0.039 -0.065 0.011 -0.07
N -1.909062 -0.976035 -0.222357 -0.109 0.177 -0.188 -0.08
H 0.194881 -2.265517 -3.236459 -0.004 -0.082 0.091 0.15
H 1.796018 -2.115357 -4.981471 -0.010 0.015 -0.003 0.13
H 4.042269 -1.372229 -5.692758 0.008 0.000 0.002 0.12
H 5.413225 0.039912 -4.194117 0.011 -0.024 0.009 0.12
H 4.557215 0.687156 -1.972201 -0.030 0.024 0.000 0.12
H -1.786141 -2.754573 -3.076877 0.002 0.042 -0.022 0.13
H -4.029715 -3.414866 -2.293730 -0.005 -0.002 0.009 0.14
H -4.899928 -2.453289 -0.154449 0.003 -0.018 -0.006 0.14
H -3.465648 -0.868602 1.117986 -0.017 0.016 -0.023 0.12
Br 0.525092 1.424639 3.371749 0.088 0.773 0.001 0.38
C -1.160126 3.620721 1.097164 -0.141 0.019 0.010 -0.33
C -0.801176 4.960510 1.161786 0.108 0.026 -0.040 0.05
C 0.455986 5.338102 0.756247 -0.048 0.034 0.022 0.01
C 1.330071 4.358102 0.295308 0.036 -0.049 -0.008 -0.02
C 0.907670 3.057413 0.269050 0.002 0.014 0.017 -0.15
N -0.326227 2.659339 0.665767 -0.059 0.163 -0.013 -0.09
H -1.534289 5.663530 1.528824 -0.009 -0.005 -0.009 0.15
H 0.751219 6.377813 0.793937 0.010 -0.004 0.003 0.13
H 2.330237 4.596167 -0.035013 -0.004 0.012 -0.001 0.13
H 1.569095 2.275183 -0.062590 -0.010 -0.005 -0.030 0.03
C -1.106766 -1.304804 4.344247 -0.132 -0.307 -0.172 -0.25
Sb 0.203008 -0.944943 2.742250 0.400 -0.001 0.857 1.15
C 2.182267 -1.275701 3.386078 -0.041 -0.579 -0.128 -0.28
C -0.064950 -2.603948 1.450689 0.018 0.027 -0.264 -0.22
H -0.833541 -2.266650 4.779630 -0.041 0.029 0.058 0.04
H -2.140525 -1.337387 4.006145 0.015 0.040 -0.024 0.03
H -0.970137 -0.492310 5.048835 0.015 -0.012 0.080 0.02
H 2.252628 -2.281408 3.803676 0.070 0.028 0.004 0.04
H 2.406240 -0.523231 4.131482 0.051 -0.007 0.071 0.00
H 2.864986 -1.195175 2.541656 -0.016 0.050 -0.005 0.02
H 0.312936 -3.412352 2.079235 0.027 -0.041 -0.043 0.04
H 0.542929 -2.505428 0.554264 0.052 -0.020 0.059 0.01
H -1.108095 -2.764230 1.205184 0.018 -0.037 0.111 0.01
```
Positions in Å, forces in eV/Å.

Calculated values
- Total charge: +2
- Lowest unoccupied orbital energy: -0.2711 hartree
- Spin multiplicity: 1
- Kohn-Sham gap: 6.78 eV
- Highest occupied orbital energy: -14.16 eV
- Energy relative to the best compared isomer or geometry (same formula, charge and spin): 0.809 eV
- DFT total energy: -5024.7406 Eh


[2]
Formula: C14H15CaNSe
Source: the OMol25 dataset
Level of theory: ωB97M-V with the def2-TZVPD basis set

The geometry in XYZ format:
```
32
Properties=species:S:1:pos:R:3:forces:R:3:lowdin_charge:R:1
C -2.375906 0.259195 0.144248 -0.075 0.298 -0.360 -0.21
C -2.094056 0.225029 -1.248905 -0.213 0.501 0.392 -0.22
C -1.538726 1.484181 -1.615033 -0.459 0.181 0.343 -0.27
C -1.485254 2.298655 -0.442350 -0.177 -0.052 -0.336 -0.29
C -1.988766 1.534555 0.646316 -0.183 -0.122 -0.397 -0.25
Ca 0.498379 0.485867 -0.191401 -0.852 -1.240 -0.218 1.03
C 0.685176 -1.874975 -1.358860 -0.251 1.076 -0.037 -0.25
C 0.148041 -2.278950 -0.067633 -1.056 -1.462 -0.280 -0.77
C -0.753150 -3.359633 0.062541 0.629 0.672 -0.230 -0.13
N 0.463734 -1.490222 0.981116 1.151 0.839 1.089 -0.20
H -1.268421 1.801153 -2.625500 0.033 -0.156 0.387 0.08
H -2.330809 -0.594795 -1.926766 0.314 0.155 0.309 0.08
H -1.177058 3.346070 -0.417254 0.042 -0.378 0.069 0.07
H -2.159982 1.893598 1.662039 0.190 -0.107 -0.237 0.06
H -2.888059 -0.525438 0.709967 0.532 0.200 -0.227 0.08
H 0.072100 -2.082772 -2.240023 0.456 -0.313 0.065 -0.02
H 0.183962 -1.889094 1.874850 -0.130 -0.078 -0.275 -0.01
H 1.768954 -1.773802 -1.468596 -0.153 -0.161 -0.019 -0.03
H -0.981572 -3.946507 -0.816184 -0.056 -0.272 0.071 -0.04
H -1.217223 -3.574605 1.022430 -0.211 0.035 -0.090 -0.04
Se 2.376540 2.424470 -1.136005 -0.709 0.752 -0.679 0.44
C 3.814235 1.573045 -0.346395 1.092 -0.685 0.716 -0.79
C 4.797600 0.886962 -1.108619 -0.098 0.383 0.523 -0.15
C 5.979143 0.459493 -0.510590 -0.048 -0.024 0.490 -0.13
C 6.185828 0.634054 0.869552 -0.291 0.225 -0.069 -0.14
C 5.170381 1.217508 1.650691 0.213 -0.306 -0.301 -0.13
C 3.985507 1.649821 1.061011 0.515 -0.067 -0.514 -0.17
H 4.626030 0.735861 -2.175376 0.042 0.126 0.296 0.09
H 6.754096 -0.020539 -1.114652 -0.232 0.097 0.158 0.08
H 7.123575 0.322966 1.335227 -0.262 0.032 -0.140 0.07
H 5.309613 1.331723 2.729568 -0.026 -0.078 -0.298 0.09
H 3.194995 2.103453 1.662711 0.272 -0.072 -0.203 0.08
```
Positions in Å, forces in eV/Å.

Calculated values
- Total charge: -2
- Lowest unoccupied orbital energy: 0.1844 hartree
- Spin multiplicity: 1
- Kohn-Sham gap: 3.78 eV
- Highest occupied orbital energy: 1.24 eV
- DFT total energy: -3676.2451 Eh


[3]
Formula: C3H6N2S
Source: the OMol25 dataset
Level of theory: ωB97M-V with the def2-TZVPD basis set

The geometry in XYZ format:
```
12
Properties=species:S:1:pos:R:3:forces:R:3:lowdin_charge:R:1
N -0.426737 -2.252458 -0.841969 1.392 -2.782 1.458 -0.03
N -0.495150 -0.964398 -0.491301 -1.247 0.391 -1.592 -0.06
C 0.024939 -0.460290 0.537256 0.321 -3.166 0.379 -0.29
C 0.198001 0.915312 0.782840 0.539 2.608 -3.178 -0.57
C -0.037492 1.988987 -0.291363 1.228 -0.223 1.720 -0.34
S 1.794003 1.555221 0.015983 -1.457 0.125 -0.353 0.73
H -1.110272 -2.687160 -1.473245 0.404 1.188 0.568 0.09
H 0.078011 -2.999875 -0.223967 -1.250 2.096 -1.112 0.13
H 0.500892 -1.105392 1.281812 0.106 -0.219 0.066 0.12
H 0.144447 1.197806 1.776475 -0.276 0.745 1.767 0.07
H -0.541572 1.839324 -1.271291 0.717 -0.259 0.983 0.08
H -0.129069 2.972923 0.198769 -0.476 -0.505 -0.704 0.05
```
Positions in Å, forces in eV/Å.

Calculated values
- Total charge: 0
- Lowest unoccupied orbital energy: 0.0338 hartree
- Spin multiplicity: 1
- Kohn-Sham gap: 9.17 eV
- Highest occupied orbital energy: -8.25 eV
- Energy relative to the best compared isomer or geometry (same formula, charge and spin): 2.873 eV
- SMILES string: N/N=C/[C@@H]1CS1
- DFT total energy: -625.5164 Eh


[4]
Formula: C38H46N6OP2PtS
Source: the OMol25 dataset
Level of theory: ωB97M-V with the def2-TZVPD basis set

The geometry in XYZ format:
```
95
Properties=species:S:1:pos:R:3:forces:R:3:lowdin_charge:R:1
Pt 0.082116 0.064040 -0.606295 0.114 -0.102 0.036 1.17
C -2.115035 -2.788528 -3.735123 0.536 0.151 -1.042 -0.06
C -1.789184 -1.496544 -2.978748 -1.358 -0.731 0.567 -0.49
C -3.094727 -0.745541 -2.689824 0.051 0.730 0.314 -0.08
P -0.868628 -1.860846 -1.456214 0.585 0.673 0.017 1.05
C 0.472610 -3.125314 -1.692649 0.235 0.554 0.162 -0.48
C 1.088641 -3.053828 -3.100927 -0.805 -0.063 -0.645 -0.08
C -0.008167 -4.526672 -1.342283 0.167 0.128 -0.408 -0.06
C -1.873286 -2.241750 -0.024307 -0.542 -0.077 0.517 -0.26
C -2.844647 -3.207528 -0.024236 0.019 -0.356 0.740 0.01
C -3.484751 -3.674702 1.165789 0.794 0.670 0.269 -0.17
C -4.524357 -4.716746 1.140467 -0.589 0.445 -1.171 0.01
C -2.997937 -3.135418 2.391531 -1.378 -1.024 0.438 0.04
C -2.160313 -2.078076 2.412292 0.798 0.269 0.521 0.02
C -1.632679 -1.531574 1.206481 0.306 0.176 -0.608 -0.27
N -0.914478 -0.393399 1.154793 0.154 0.470 0.269 -0.07
C -0.933162 0.461606 2.326096 -0.612 0.102 -0.532 -0.26
C -2.183177 0.785604 2.877323 0.153 -0.792 0.061 0.00
C -2.313614 1.391613 4.117933 -0.043 0.547 -0.255 0.04
C -1.209625 1.887558 4.783364 0.416 -0.339 -0.365 -0.23
C -1.264153 2.456486 6.147228 -0.258 0.032 0.420 0.00
C 0.015346 1.743378 4.136771 -0.043 -0.291 -0.054 -0.02
C 0.190697 1.019742 2.958510 1.295 0.451 -0.434 -0.18
P 1.895165 1.233359 2.246108 -1.436 0.184 0.540 1.12
C 3.018508 -0.143417 2.109391 -0.653 -0.006 -0.659 -0.47
C 2.431855 -1.343455 1.355817 0.950 -0.658 0.933 -0.08
C 3.451951 -0.423755 3.522763 0.696 -0.710 0.955 -0.06
C 2.724168 2.724775 2.832905 -0.555 0.602 -0.946 -0.46
C 3.860408 3.062745 1.831588 0.453 -0.512 1.206 -0.06
C 3.241402 2.780279 4.277821 -1.130 0.801 0.245 -0.07
H -2.792990 -2.552294 -4.569081 0.203 0.007 0.258 0.12
H -1.205240 -3.206253 -4.168938 -0.396 -0.093 -0.024 0.07
H -2.603105 -3.545133 -3.146914 -0.241 -0.237 0.397 0.08
H -1.126683 -0.894569 -3.563000 0.565 0.481 -0.460 0.10
H -3.911447 -1.411476 -2.454109 -0.084 -0.426 0.190 0.09
H -3.006143 -0.036577 -1.853633 -0.069 -0.124 -0.321 0.05
H -3.432862 -0.202371 -3.577663 0.260 0.014 0.075 0.11
H 1.218956 -2.803683 -0.948143 -0.082 -0.133 -0.094 0.09
H 0.544089 -3.720956 -3.797220 0.477 0.247 0.493 0.10
H 1.042340 -2.060041 -3.542004 -0.047 0.139 -0.030 0.06
H 2.128732 -3.339237 -3.130363 0.305 -0.279 0.312 0.10
H -0.821701 -4.801536 -2.006400 -0.099 -0.286 -0.035 0.09
H 0.826256 -5.205174 -1.509001 -0.041 -0.144 -0.021 0.11
H -0.318566 -4.611155 -0.317978 -0.170 -0.109 0.479 0.08
H -3.089863 -3.725477 -0.915431 -0.231 -0.356 -0.844 0.11
H -4.453157 -5.293901 0.205066 -0.229 0.105 0.390 0.11
H -4.457590 -5.368110 1.985275 -0.002 -0.423 0.580 0.10
H -5.533521 -4.227378 1.167851 0.638 -0.367 -0.022 0.14
H -3.383013 -3.581855 3.338319 0.456 0.473 -0.805 0.17
H -1.793868 -1.697305 3.364325 -0.215 0.007 -0.240 0.14
H -3.078953 0.427284 2.387519 -0.015 0.018 -0.119 0.13
H -3.280284 1.555827 4.565831 -0.296 -0.142 -0.120 0.14
H -0.698763 1.787215 6.799366 0.072 0.229 0.168 0.11
H -0.877855 3.475014 6.232706 0.126 -0.160 -0.111 0.11
H -2.285402 2.463154 6.505728 -0.183 0.072 0.144 0.10
H 0.859117 2.166009 4.633696 0.414 0.264 0.116 0.09
H 3.830374 0.339996 1.564516 0.293 -0.350 -0.255 0.13
H 1.444671 -1.648223 1.681060 -0.272 0.121 0.327 0.07
H 2.397356 -1.124785 0.313821 0.004 0.035 -0.966 0.01
H 3.085801 -2.230139 1.522128 -0.305 0.624 -0.261 0.13
H 2.604696 -0.662610 4.168753 -0.006 0.119 0.127 0.10
H 4.105044 -1.312505 3.562078 -0.225 0.309 -0.212 0.12
H 4.044020 0.392870 3.944797 -0.229 -0.162 0.012 0.08
H 1.908148 3.478791 2.686638 0.487 -0.442 0.223 0.14
H 4.700528 2.387021 2.017504 0.009 0.078 -0.075 0.10
H 3.662498 3.067620 0.776330 -0.456 0.118 -0.376 0.07
H 4.186830 4.035236 2.159174 0.299 0.504 -0.213 0.11
H 4.282184 2.563322 4.355313 0.816 -0.048 -0.159 0.09
H 3.060232 3.825915 4.616925 0.261 -0.822 0.046 0.13
H 2.735287 2.080485 4.938419 -0.011 0.197 0.177 0.07
S 1.111568 4.732837 -6.458242 -0.093 -0.205 0.006 1.18
N 2.025708 3.572118 -5.853768 0.322 -0.227 -0.100 -0.18
C 1.339338 2.997519 -4.869357 0.288 0.151 -0.533 -0.31
C 1.763691 1.858784 -4.115620 0.157 -0.517 1.024 -0.03
C 2.971906 1.184551 -4.316468 -0.182 0.591 -0.408 0.09
C 3.316150 0.153091 -3.472590 0.831 -0.204 0.054 0.01
C 2.473373 -0.177810 -2.449584 -1.387 0.265 0.790 -0.11
N 1.284437 0.444042 -2.231650 1.137 -0.973 0.130 -0.07
C 0.937355 1.447434 -3.040366 1.247 -0.062 -1.385 -0.16
C -0.283037 2.082280 -2.784181 -1.721 1.838 -0.336 -0.16
N -0.972037 1.711822 -1.700731 -0.561 -0.357 0.505 0.00
C -2.109905 2.336096 -1.383728 0.466 -0.592 0.647 -0.09
C -2.602156 3.408172 -2.094602 -0.214 0.552 -0.206 0.03
C -1.925186 3.815480 -3.221573 -0.034 0.183 -0.034 0.08
C -0.760942 3.154592 -3.583252 0.709 -0.626 0.323 -0.04
C 0.094233 3.586308 -4.651756 -0.608 0.621 -1.011 -0.29
N -0.182189 4.561019 -5.539960 0.003 -0.155 0.883 -0.18
H 3.592428 1.548718 -5.127693 0.196 -0.250 0.040 0.15
H 4.262309 -0.389619 -3.504785 -0.242 0.264 -0.385 0.15
H 2.707316 -0.955569 -1.750633 0.189 -0.310 0.124 0.10
H -2.601197 1.968658 -0.498537 -0.164 0.021 0.192 0.12
H -3.461935 3.964621 -1.737710 -0.048 -0.267 -0.054 0.14
H -2.218210 4.668991 -3.817533 -0.215 0.050 0.037 0.15
O 0.953021 2.698770 0.288945 -2.028 4.251 -1.055 0.08
N 1.506846 1.719970 0.577768 1.853 -4.425 0.912 -0.23
```
Positions in Å, forces in eV/Å.

Calculated values
- Total charge: +4
- Lowest unoccupied orbital energy (spin up / spin down): -0.4296 / -0.4900 hartree
- Expectation value of S²: 6.041
- Spin multiplicity: 5
- Kohn-Sham gap (spin up / spin down): 6.90 / 5.36 eV
- Highest occupied orbital energy (spin up / spin down): -18.60 / -18.69 eV
- Energy relative to the best compared isomer or geometry (same formula, charge and spin): 0.000 eV
- DFT total energy: -3078.1381 Eh